Entry 1:
# C19H38N3S2Se2Si2Ti

A molecular structure, C19H38N3S2Se2Si2Ti (ωB97M-V/def2-TZVPD, the OMol25 dataset).

Structure (XYZ):
```
67
C19H38N3S2Se2Si2Ti | the OMol25 dataset | ωB97M-V/def2-TZVPD
Ti -1.01532 -0.29739 0.08404
C 3.29648 -0.34335 3.27998
Se 1.39429 -0.69359 3.08587
C 0.74888 0.89523 4.01590
C 0.51383 2.08527 3.10403
Se -0.90295 1.85049 1.77144
C -2.37121 1.61213 3.02025
H 3.59474 -0.41863 4.32223
H 3.53469 0.63895 2.87818
H 3.81604 -1.09672 2.69273
H 1.48314 1.13377 4.78688
H -0.17285 0.61139 4.52661
H 1.40731 2.32985 2.52866
H 0.24569 2.96654 3.69021
H -2.44026 2.47981 3.67385
H -2.24465 0.70300 3.60298
H -3.26306 1.54066 2.40227
C 0.49921 3.26844 -1.13476
Si 0.43279 1.88289 -2.40461
C 1.84007 2.25830 -3.61294
C -1.16316 2.08624 -3.37276
C 0.50950 0.19751 -1.61386
C -0.16281 -0.87420 -2.37462
C -0.10384 -1.11411 -3.75637
C -0.77746 -2.19105 -4.29230
C -1.51714 -3.03222 -3.46229
C -1.55848 -2.73454 -2.11789
N -0.90516 -1.69346 -1.59997
Si 2.19397 -0.40464 -1.13991
C 3.09354 0.85882 -0.07201
C 2.09417 -2.07319 -0.26075
C 3.32394 -0.77525 -2.60654
H 0.76592 4.20876 -1.62476
H 1.23468 3.08332 -0.34812
H -0.47572 3.40366 -0.66537
H 1.65823 3.21847 -4.10339
H 1.94155 1.49993 -4.39309
H 2.80181 2.33225 -3.09907
H -1.24189 3.11363 -3.73975
H -2.02862 1.88698 -2.73895
H -1.21764 1.42202 -4.23825
H 0.48448 -0.45648 -4.38225
H -0.72685 -2.38673 -5.35651
H -2.05395 -3.88442 -3.85346
H -2.13275 -3.32961 -1.41677
H 2.50057 1.14018 0.79865
H 3.30443 1.76517 -0.64567
H 4.04972 0.45673 0.27421
H 1.36976 -2.13041 0.55610
H 3.07512 -2.34013 0.14474
H 1.82371 -2.84727 -0.98474
H 3.62087 0.12693 -3.14116
H 2.83021 -1.44090 -3.31930
H 4.23308 -1.28015 -2.26700
C -4.46564 -1.87225 1.66807
N -3.61611 -1.79443 2.85159
C -2.30450 -2.02434 2.85272
N -1.66361 -1.93152 4.02952
S -1.46692 -2.48948 1.44433
H -5.49897 -1.78353 1.99561
H -4.32147 -2.83218 1.17736
H -4.22567 -1.07297 0.96843
H -4.03940 -1.45048 3.69886
H -2.15826 -1.82173 4.89900
H -0.67920 -2.14974 4.05052
S -4.06891 1.41470 -0.48376
C -2.73197 0.58907 -0.25286
```

## Properties
**Maximum force**: 0.0050 hartree/bohr
**Energy relative to the best compared isomer or geometry (same formula, charge and spin)**: 0.97 kJ/mol
**Total energy**: -216024.748 eV
**Total charge**: 0
**2S+1**: 4

These are the Mulliken partial charges, in e, on atoms 1 to 4: 0.247, -1.151, 0.084, -0.855



Entry 2:
# C19H38O3PV

A molecular structure, C19H38O3PV at a distorted geometry (ωB97M-V/def2-TZVPD, the OMol25 dataset).

Structure (XYZ):
```
62
C19H38O3PV | the OMol25 dataset | ωB97M-V/def2-TZVPD
C 0.63592 2.04600 -0.23097
H 1.09739 2.34748 0.73034
H 1.42258 1.94108 -1.00638
H 1.09376 0.00739 0.95703
C -0.49845 2.95923 -0.65190
H -1.21652 2.42810 -1.30601
H -1.07229 3.26788 0.24065
C 0.03129 4.20169 -1.37873
H -0.79076 4.84089 -1.71052
H 0.67409 4.79167 -0.72180
H 0.61650 3.91944 -2.25827
C -0.82253 -1.95108 -0.80706
C -1.22174 -0.92057 -1.69219
C -0.03638 -0.31700 -2.23015
C 1.10442 -0.98132 -1.66275
C 0.62111 -1.98924 -0.77750
C 1.44314 -3.01645 -0.08561
C 2.51211 -0.72625 -2.03498
C 0.01384 0.71138 -3.31372
C -2.63084 -0.60493 -2.09427
C -1.73987 -2.90605 -0.10815
V 0.00612 -0.11441 -0.17528
H 3.19473 -1.01071 -1.22896
H 2.79165 -1.30787 -2.92670
H 2.68599 0.32879 -2.27860
H 2.46709 -2.65712 0.05910
H 1.02855 -3.26861 0.90084
H 1.50629 -3.96055 -0.66078
H -2.71781 -2.44575 0.09347
H -1.93192 -3.80438 -0.72515
H -1.31745 -3.25485 0.84579
H -2.71785 0.39400 -2.54427
H -3.01648 -1.32634 -2.83740
H -3.30562 -0.64463 -1.22887
H 0.85563 1.40317 -3.16545
H 0.15252 0.25454 -4.31280
H -0.91101 1.30863 -3.36376
C -0.85276 -3.46407 4.49391
C -1.53899 -2.41903 3.73012
O -0.49442 -1.77430 2.94338
P -0.88776 -0.26964 2.15072
O 0.02441 0.69359 3.04050
C 0.28251 0.44246 4.49840
C -0.81300 1.03870 5.23441
O -2.16975 0.97211 1.54091
C -2.60864 1.89779 2.55367
C -3.62747 2.74557 1.94452
H -0.34569 -4.16012 3.84310
H -1.61738 -3.97350 5.03237
H -0.14644 -3.03767 5.19278
H -2.23999 -2.78040 2.96379
H -2.01774 -1.65328 4.34800
H 0.46709 -0.59888 4.69452
H 1.26273 0.99388 4.66836
H -1.76803 0.53086 5.07357
H -0.57675 0.95206 6.28077
H -0.93176 2.09630 5.01434
H -2.99048 1.26344 3.36604
H -1.70308 2.44008 2.87307
H -4.48088 2.15774 1.62666
H -3.93729 3.41176 2.70741
H -3.23564 3.31530 1.11180
```

## Properties
**Maximum force**: 0.1234 hartree/bohr
**Total energy**: -61418.442 eV
**Total charge**: +2
**2S+1**: 3

These are the Mulliken partial charges, in e, on atoms 1 to 4: -0.968, 0.686, 0.416, 0.187



Entry 3:
# C19H39O3P3Sn

A molecular structure, C19H39O3P3Sn at a distorted geometry (ωB97M-V/def2-TZVPD, the OMol25 dataset).

Structure (XYZ):
```
65
C19H39O3P3Sn | the OMol25 dataset | ωB97M-V/def2-TZVPD
P 3.45609 -0.22670 0.37862
C 4.14440 -0.48965 2.02964
H 5.24665 -0.48136 1.95611
H 3.82768 -1.46269 2.44807
H 3.82416 0.33862 2.67851
C 3.65577 -1.80076 -0.52308
H 3.42368 -1.69661 -1.59538
H 3.03077 -2.61697 -0.11982
H 4.71447 -2.14836 -0.45681
C 4.52446 0.91949 -0.52102
H 5.57261 0.59379 -0.45573
H 4.43796 1.90944 -0.06336
H 4.21024 0.98738 -1.57456
P -0.93621 3.45758 -0.23372
C -1.07796 4.48476 1.27586
H -1.51110 5.47345 1.05318
H -0.07005 4.60273 1.70132
H -1.71138 3.94032 1.99382
C -0.00891 4.62550 -1.31142
H -0.00753 4.22867 -2.33737
H 1.03367 4.66803 -0.95121
H -0.46206 5.63402 -1.30186
C -2.60610 3.73439 -0.96414
H -2.80666 4.81433 -1.02131
H -3.35859 3.24390 -0.33429
H -2.66159 3.28325 -1.96747
P -2.99398 -2.17022 0.39412
C -3.55271 -2.32879 2.07617
H -4.15611 -3.24074 2.18861
H -4.18449 -1.45839 2.29311
H -2.68500 -2.35746 2.75359
C -4.20771 -1.84857 -0.87544
H -4.97964 -2.64539 -0.92453
H -3.74565 -1.76100 -1.87717
H -4.73514 -0.89860 -0.64167
C -1.73884 -3.35690 -0.06155
H -2.15778 -4.37664 -0.09286
H -0.90166 -3.32727 0.64651
H -1.28329 -3.13490 -1.03230
Sn -0.19405 0.29582 -1.46378
C 1.52052 0.44851 0.48813
O 1.29402 1.07949 1.50147
C -1.92326 -0.63537 0.57350
O -1.75672 0.19075 1.41949
C -1.43697 -0.02846 -3.47468
C -0.75542 -1.23713 -3.26464
C 0.64913 -1.23283 -3.12404
C 1.39231 -0.05285 -3.34531
C 0.71294 1.15622 -3.55477
C -0.70592 1.18419 -3.56922
H -2.52345 -0.02804 -3.55190
H -1.29226 -2.18540 -3.18228
H 1.19127 -2.16978 -2.97275
H 2.48914 -0.09838 -3.38807
H 1.29942 2.05247 -3.77471
H -1.22012 2.13002 -3.75833
C 0.53305 -2.48360 4.50965
C 0.34189 -1.39157 3.48111
O 0.45215 -1.84564 2.10284
H -0.19610 -3.28516 4.39562
H 0.40648 -2.10845 5.52477
H 1.53338 -2.90743 4.45704
H -0.65799 -0.97282 3.57021
H 1.03735 -0.56235 3.66256
H 1.24678 -2.42388 2.10895
```

## Properties
**Maximum force**: 0.1306 hartree/bohr
**Energy relative to the best compared isomer or geometry (same formula, charge and spin)**: 0.00 kJ/mol
**Total energy**: -60130.569 eV
**Total charge**: +4
**2S+1**: 1

These are the Mulliken partial charges, in e, on atoms 1 to 4: 0.746, -1.137, 0.470, 0.369